# 1
A structure of composition C24H36BN6P2RhSbSe4. Source: the Open Molecules 2025 dataset; level of theory: ωB97M-V/def2-TZVPD.

Geometry as XYZ:
```
75
Properties=species:S:1:pos:R:3
Rh -0.38038 0.52881 0.05083
C -2.47692 1.90467 2.32870
P -1.10490 0.71299 2.25735
C -1.92256 -0.84548 2.74657
N -2.43248 -0.95999 3.94837
C -2.90593 -2.17598 4.30455
C -3.47677 -2.36126 5.58645
C -3.89974 -3.60078 5.96069
C -3.77863 -4.70748 5.08268
C -3.24719 -4.55660 3.83738
C -2.80560 -3.27884 3.41677
N -2.31876 -3.11670 2.16595
C -1.91595 -1.91561 1.82966
P -1.34432 -1.60386 0.12060
C -0.26199 -3.02403 -0.15636
C -2.84148 -1.80408 -0.95445
C -2.36342 -2.00142 -2.39878
C -3.66454 -0.52177 -0.81940
C -3.70975 -3.00169 -0.55949
C 0.00885 1.10794 3.69899
C 0.70027 -0.18678 4.15761
C 1.04167 2.14562 3.25854
C -0.79555 1.69474 4.86564
H -2.10209 2.92758 2.27185
H -3.03008 1.77059 3.25814
H -3.13757 1.74265 1.47772
H -3.55643 -1.50411 6.24073
H -4.33584 -3.75106 6.93874
H -4.11780 -5.67987 5.41218
H -3.15502 -5.38167 3.14478
H -0.81144 -3.93494 0.08016
H 0.60306 -2.93819 0.50105
H 0.08759 -3.03594 -1.18476
H -1.67475 -1.22502 -2.72663
H -3.23560 -1.98112 -3.05501
H -1.87948 -2.97011 -2.52518
H -3.08253 0.37181 -1.05396
H -4.06561 -0.41494 0.19235
H -4.51160 -0.55841 -1.50671
H -3.14958 -3.93622 -0.56268
H -4.51126 -3.09237 -1.29588
H -4.16671 -2.88025 0.41872
H 0.95017 -0.86006 3.33350
H 0.06336 -0.74169 4.84437
H 1.62673 0.06189 4.67680
H 1.69976 1.77644 2.47160
H 1.66401 2.40410 4.11716
H 0.56206 3.06693 2.91609
H -1.58896 1.02370 5.18665
H -1.22179 2.66726 4.61992
H -0.11293 1.83911 5.70576
B 1.71455 -0.85047 -2.44586
N 0.70949 0.26954 -2.83425
C 0.59378 0.85593 -4.02939
C -0.58451 1.58276 -4.06347
C -1.14658 1.38341 -2.80954
N -0.35690 0.58508 -2.07848
N 2.36885 -0.53224 -1.07286
C 3.67062 -0.67566 -0.79647
C 3.86049 -0.55254 0.56797
C 2.58234 -0.32583 1.06403
N 1.68768 -0.32639 0.07323
H 1.11620 -1.88735 -2.38912
H 2.58088 -0.86130 -3.26981
H 1.34348 0.68874 -4.78338
H -0.98209 2.15708 -4.88056
H -2.06282 1.77254 -2.39971
H 4.36932 -0.86902 -1.59182
H 4.78337 -0.61429 1.11541
H 2.27258 -0.15785 2.07986
Se -3.37854 3.83841 -0.72913
Sb -1.10627 4.44236 -0.46449
Se -0.20410 5.69824 -2.40545
Se -1.07175 5.69921 1.66698
Se 0.70205 2.67473 -0.07527
```

Results
* multiplicity: 5
* charge: +1
* HOMO level (alpha / beta): -11.3 / -11.3 eV

These are the Mulliken partial charges, in e, on atoms 1 to 4:
1 Rh -0.270
2 C -1.116
3 P 2.176
4 C -0.953

# 2
The ion C24H36BrCl2FN4O2PS with charge +1 at a distorted geometry. Source: the Open Molecules 2025 dataset; level of theory: ωB97M-V/def2-TZVPD.

Geometry as XYZ:
```
72
Properties=species:S:1:pos:R:3
C -2.16621 -0.95778 3.95643
C -1.92855 -1.17734 2.77003
C -1.55976 -1.10777 1.22541
C -0.02322 -0.73449 0.85786
C 0.69215 -1.68202 1.95717
C 1.00303 -1.16403 3.37538
C 1.67994 -2.17434 4.20289
C 1.99458 -3.49436 3.62609
N 1.81093 -4.01817 2.36293
C 1.15975 -3.03107 1.62079
C 0.18233 -1.21294 -0.73229
C 1.68581 -1.37238 -1.23190
O 1.89998 -1.59847 -2.63817
O 3.13084 -1.10190 -2.98016
C -0.72711 -2.38742 -1.25845
C -0.43038 -3.41105 -2.38832
C 0.82904 -4.41902 -2.17769
Br -0.49528 -2.86446 -4.30993
N -0.11600 0.15686 -1.39910
S -1.15760 0.16232 -2.85387
C -0.16237 1.40430 -0.48526
C 1.09339 2.35914 -0.88868
C 0.96817 3.05301 -2.33946
F 0.86214 4.48217 -2.22295
N -1.27232 2.18274 -0.84515
C -2.68418 1.93274 -0.56848
C -3.50809 2.80622 -1.67217
C -4.85866 2.08042 -2.11567
C 0.32338 0.87782 0.99881
P -0.93419 1.80789 2.18452
N -1.19401 3.35463 1.88911
C 1.62115 1.44025 1.69541
Cl 1.66771 3.05274 2.63195
C 2.91438 0.93931 1.82929
C 4.12419 1.68463 2.56753
Cl 3.42813 -0.63749 1.23767
H -2.68408 -0.62319 4.89922
H -2.31487 -0.39960 0.77647
H -1.89443 -2.14735 0.97468
H 0.71966 -0.13369 3.72251
H 1.94087 -1.92787 5.27055
H 2.48629 -4.22950 4.34537
H 1.01780 -3.35989 0.54061
H 2.24726 -2.19579 -0.67188
H 2.33348 -0.44525 -1.04219
H 3.06623 -0.13877 -3.15947
H -1.83044 -2.08682 -1.31691
H -0.77451 -3.13113 -0.37934
H -1.30773 -4.15103 -2.35103
H 1.57327 -4.06129 -1.42006
H 1.36612 -4.40424 -3.18444
H 0.48368 -5.48850 -2.04180
H 0.71657 0.45383 -1.94909
H -2.39560 -0.33773 -2.49971
H 2.07021 1.78298 -0.94377
H 1.16092 3.26979 -0.20232
H 1.90434 2.83003 -2.94770
H 0.07489 2.71551 -2.93513
H -1.19161 3.21104 -0.84069
H -3.06204 0.87324 -0.76908
H -3.09050 2.34654 0.41653
H -2.83528 2.83871 -2.58192
H -3.68305 3.84539 -1.24217
H -5.30428 2.69957 -2.94941
H -5.59981 1.99782 -1.26567
H -4.60333 1.06101 -2.56436
H -0.54178 1.57769 3.54991
H -2.26954 1.27917 2.03809
H -0.55531 3.61330 1.13208
H 3.91286 1.80039 3.68131
H 4.30113 2.70747 2.09412
H 5.09563 1.12621 2.47892
```

Results
* multiplicity: 1
* charge: +1
* HOMO level: -11.1 eV
* SMILES: C#CC[C@@]1(c2cccnc2)[C@@](COO)(C[C@H](C)Br)[N@@H+](S)[C@@](CCF)(NCCC)[C@]1([PH2]=N)/C(Cl)=C(/C)Cl

These are the Mulliken partial charges, in e, on atoms 1 to 4:
1 C 0.020
2 C -1.124
3 C -0.032
4 C 1.524

# 3
A structure of composition C24H36Cl2O2P2RuSSbSe4 at a distorted geometry. Source: the Open Molecules 2025 dataset; level of theory: ωB97M-V/def2-TZVPD.

Geometry as XYZ:
```
73
Properties=species:S:1:pos:R:3
Ru -0.27470 -0.09889 -0.05666
Cl 1.92293 -0.40812 1.00546
C 1.69626 -1.74034 2.09270
C 2.71467 -2.01586 2.98605
C 2.57011 -3.07823 3.86507
C 1.41306 -3.83924 3.83219
C 0.41016 -3.53622 2.92688
Cl -1.02158 -4.52341 2.95222
C 0.50869 -2.47119 2.01700
S -0.80151 -2.09591 0.91587
H 3.60512 -1.40179 2.98504
H 3.35446 -3.31008 4.57350
H 1.27430 -4.67071 4.50987
C -1.34899 0.31830 3.31777
P -1.61200 0.87927 1.59569
C -2.63362 2.40619 1.63890
C -3.20653 -0.14557 1.26556
C -4.14671 -0.49306 2.23065
C -5.29211 -1.20447 1.89541
C -5.53009 -1.55613 0.57414
C -4.62072 -1.18532 -0.40718
C -3.46979 -0.48359 -0.06655
P -2.16919 -0.00160 -1.26218
C -2.47775 -1.04481 -2.71317
C -2.64195 1.63673 -1.86422
H -1.82776 1.01502 4.01226
H -0.28057 0.30823 3.51662
H -1.75345 -0.68230 3.46129
H -3.64040 2.16582 1.98137
H -2.70062 2.83844 0.64290
H -2.18014 3.13387 2.29812
H -3.98715 -0.22315 3.26975
H -5.99661 -1.49043 2.66893
H -6.41609 -2.12051 0.30789
H -4.80707 -1.45877 -1.43910
H -3.45352 -0.78045 -3.12843
H -2.45620 -2.10141 -2.44321
H -1.73011 -0.85440 -3.48584
H -3.72442 1.77384 -1.79942
H -2.33294 1.75758 -2.90892
H -2.11719 2.41632 -1.31625
C 1.50803 2.40631 3.34934
C 0.73828 2.94145 2.13408
C -0.05670 4.17303 2.58200
C 1.72268 3.36485 1.04483
O -0.06280 1.91596 1.57695
H 2.18661 3.16980 3.74139
H 2.09499 1.53181 3.06661
H 0.82072 2.11987 4.14843
H 0.63072 4.95080 2.92486
H -0.72869 3.93281 3.40994
H -0.63898 4.57652 1.75279
H 2.41138 4.13207 1.41263
H 1.18409 3.74773 0.17788
H 2.30011 2.50563 0.70217
C 1.53962 -3.49527 -3.64977
C 2.84925 -2.72973 -3.42606
C 2.70932 -2.17245 -1.99678
O 1.39553 -2.50308 -1.54406
C 0.60556 -2.77396 -2.69334
H 1.63911 -4.54767 -3.36783
H 1.18914 -3.41791 -4.67850
H 2.92446 -1.91230 -4.14491
H 3.72793 -3.36857 -3.53133
H 2.82751 -1.08481 -1.98934
H 3.41797 -2.61299 -1.28924
H 0.26739 -1.84193 -3.15616
H -0.25448 -3.36152 -2.36710
Se -0.05695 -0.50938 -5.65448
Sb 0.57894 1.54997 -4.43083
Se 0.94394 1.05427 -1.82244
Se -1.15284 3.21513 -4.70691
Se 2.84972 2.28255 -4.69320
```

Results
* multiplicity: 2
* charge: -2
* HOMO level (alpha / beta): -1.3 / -1.3 eV

These are the Mulliken partial charges, in e, on atoms 1 to 4:
1 Ru 2.394
2 Cl -0.366
3 C 0.217
4 C -0.809

# 4
A cluster of 7 separate species, C24H36Cl4F16O5 in total at a distorted geometry. Source: the Open Molecules 2025 dataset; level of theory: ωB97M-V/def2-TZVPD.

Geometry as XYZ:
```
85
Properties=species:S:1:pos:R:3
F 7.77091 -4.21810 10.23087
C 6.85462 -3.38917 9.77519
F 5.73438 -3.77074 10.39420
C 7.24194 -1.89083 9.77523
F 8.37414 -1.76438 9.07385
F 7.64913 -1.53810 11.02700
C 6.15501 -0.90554 9.24579
O 5.87298 -1.29703 7.89609
C 4.53195 -1.60058 7.59551
F 3.98512 -2.69562 8.13128
F 3.78593 -0.57422 7.99606
C 4.48767 -1.78021 6.08042
F 3.24243 -1.98362 5.59246
F 5.09684 -0.90180 5.34265
H 6.74264 -3.67553 8.72945
H 6.43515 0.13890 9.10879
H 5.23383 -0.97922 9.82380
H 5.00405 -2.73021 5.94269
F 7.45800 -1.82456 -9.08184
C 8.10001 -1.72217 -7.96096
F 9.19819 -2.51167 -8.09501
C 8.47082 -0.28023 -7.54266
F 9.26079 0.35129 -8.51257
F 9.23042 -0.20504 -6.41292
C 7.29283 0.67736 -7.29125
O 6.19241 0.04281 -6.60678
C 5.74912 0.74262 -5.43122
F 5.40669 2.00536 -5.62445
F 4.64455 0.08717 -5.15795
C 6.72767 0.64746 -4.18875
F 7.17729 -0.62622 -3.98461
F 7.76349 1.45933 -4.27869
H 7.53253 -2.17771 -7.14946
H 6.83088 1.08479 -8.19053
H 7.79377 1.47512 -6.74286
H 6.26008 0.99313 -3.26681
C -9.17843 -2.12660 1.30694
C -8.93942 -3.16611 2.36759
C -8.00707 -4.18245 1.68900
O -7.92270 -3.70951 0.32352
C -8.01201 -2.34018 0.38664
H -9.22569 -1.10391 1.68110
H -10.10273 -2.24260 0.74098
H -9.81276 -3.57203 2.87808
H -8.27016 -2.66630 3.06786
H -8.46880 -5.16001 1.55018
H -7.06958 -4.18350 2.24508
H -8.08883 -1.88469 -0.60064
H -7.02532 -1.96217 0.65431
C -2.34880 5.21710 -4.23065
C -1.94469 5.15925 -5.74598
C -1.25159 6.46455 -5.89324
O -2.05426 7.35828 -5.12990
C -2.69809 6.67821 -4.05099
H -1.56866 4.92004 -3.52978
H -3.11814 4.52721 -3.88386
H -2.82083 5.11753 -6.39309
H -1.34048 4.27702 -5.95739
H -1.23803 6.71469 -6.95406
H -0.24663 6.34574 -5.48822
H -3.74240 6.99048 -4.04973
H -2.17798 6.99338 -3.14642
C -4.20117 2.73030 4.60273
C -4.75943 2.91795 3.21052
C -4.48929 4.32732 2.94050
O -4.64445 5.04573 4.16923
C -4.51794 4.12894 5.29230
H -3.12036 2.59519 4.64389
H -4.62642 1.93425 5.21395
H -5.82019 2.67251 3.26182
H -4.34134 2.42227 2.33439
H -5.13803 4.55313 2.09418
H -3.43721 4.41551 2.66949
H -5.47713 4.02085 5.79863
H -3.79914 4.52894 6.00745
Cl -1.53113 -3.47360 -0.37688
C -1.72434 -2.76561 -1.98118
Cl -1.96557 -1.01102 -1.90671
H -0.87159 -3.12735 -2.55566
H -2.62228 -3.27292 -2.33394
Cl -4.97080 -8.17929 -6.23809
C -6.25410 -6.95772 -6.59902
Cl -7.76680 -7.81606 -7.13215
H -6.44589 -6.41495 -5.67343
H -6.08958 -6.40065 -7.52136
```

Results
* multiplicity: 1
* HOMO level: -9.6 eV
* SMILES: FC(F)C(F)(F)COC(F)(F)C(F)F.FC(F)C(F)(F)COC(F)(F)C(F)F.C1CCOC1.C1CCOC1.C1CCOC1.ClCCl.ClCCl

These are the Mulliken partial charges, in e, on atoms 1 to 4:
1 F -0.279
2 C 0.158
3 F -0.264
4 C 0.952

| no. | E_tot (eV) |
| --- | --- |
| 1 | -324594.2705 |
| 2 | -153434.0839 |
| 3 | -354534.6582 |
| 4 | -129274.5419 |